An isolated molecule of C3H11N2O2P at a distorted geometry, computed with wB97M-V/def2-TZVPD.

Each line ends with the natural charge from an NBO analysis.
Geometry (Å):
P: 0.154 1.505 -1.073  1.45
H: -1.497 -1.465 -0.642  0.23
H: -0.896 3.408 -0.441  0.51
H: -1.480 1.082 1.943  0.36
H: -0.080 -0.997 1.652  0.20
H: 2.043 0.023 1.200  0.21
N: -0.575 0.581 0.265  -0.62
O: -0.331 0.595 -2.367  -1.01
H: 2.226 -0.407 -0.365  0.23
O: -0.980 2.701 -1.073  -1.01
C: 0.218 -0.944 0.580  -0.03
H: 0.204 1.710 1.881  0.31
H: -1.181 0.014 -2.244  0.50
N: -0.755 1.451 1.328  -0.69
H: 2.114 -1.738 0.675  0.22
H: 0.014 -1.869 -1.435  0.22
C: -0.458 -1.934 -0.388  -0.66
H: -0.473 -2.949 0.020  0.23
C: 1.735 -0.766 0.483  -0.65

Energy relative to the best compared isomer or geometry (same formula, charge and spin) = 76.66 kcal/mol
SMILES = CC(C)N(N)P(O)O
Charge = 0